# 1
Below is a molecular structure, C10H15F3N3O4PYb, with properties calculated with ωB97M-V/def2-TZVPD.

XYZ file:
```
37
Properties=species:S:1:pos:R:3:forces:R:3
N 2.529 1.378 0.573 -0.24 0.10 0.06
C 1.449 1.152 0.252 0.38 -0.14 -0.15
C 0.116 0.837 -0.271 -0.10 -0.07 0.51
C -0.970 1.414 0.655 0.02 0.21 -0.11
C -1.046 2.947 0.785 -0.14 -0.32 0.66
O -0.171 3.526 1.713 0.15 0.04 -0.35
C -0.788 3.704 -0.490 -0.34 -1.13 2.60
F -1.560 3.244 -1.526 0.23 0.30 -0.29
F -1.160 5.055 -0.345 -0.14 -0.14 0.00
F 0.474 3.776 -0.918 -0.14 0.12 -0.62
C -0.071 -0.711 -0.460 0.11 0.17 -0.21
C 1.119 -1.253 -1.120 0.39 -0.21 0.31
N 2.039 -1.737 -1.609 -0.20 0.25 -0.22
C -0.434 -1.498 0.834 -0.32 -0.48 -0.20
C 0.327 -2.811 1.026 -0.02 0.10 0.49
C 1.710 -2.583 1.668 0.10 0.02 -0.20
N 2.747 -3.536 1.314 -0.05 0.17 0.08
P -1.422 -0.880 -1.695 -0.59 -0.43 0.25
O -2.658 -0.263 -1.214 0.16 0.37 -0.22
O -0.859 -0.193 -3.032 0.23 0.03 0.12
O -1.499 -2.432 -1.975 0.27 0.31 -0.18
H 0.064 1.276 -1.270 -0.04 0.03 -0.02
H -1.952 1.039 0.371 0.06 -0.08 -0.18
H -0.774 1.074 1.670 -0.05 0.03 0.06
H -2.083 3.186 1.050 -0.09 0.06 -0.22
H -0.516 3.387 2.603 0.11 0.05 0.05
H -1.502 -1.723 0.793 -0.06 0.15 0.05
H -0.290 -0.885 1.723 0.17 0.09 -0.05
H -0.275 -3.397 1.721 -0.01 -0.17 -0.10
H 0.397 -3.391 0.107 0.02 0.12 -0.11
H 1.574 -2.565 2.753 0.00 -0.02 0.03
H 2.076 -1.585 1.409 0.05 0.01 -0.03
H 3.321 -3.184 0.562 -0.03 -0.15 -0.09
H 2.377 -4.440 1.055 0.05 -0.03 0.05
H 0.036 -0.496 -3.258 -0.08 -0.07 -0.16
H -1.473 -2.660 -2.914 -0.09 -0.27 0.08
Yb -0.850 5.227 -2.540 0.23 0.99 -1.70
```
Positions in Å, forces in eV/Å.

Properties
Total energy in Eh: -2654.329793
Total charge: +2
LUMO energy in eV: -10.029
Gap between HOMO and LUMO in eV: 2.7

Atomic partial charges in e from the Löwdin method, atoms 1 to 6: 0.233 -0.187 -0.257 -0.060 -0.260 0.054



# 2
Below is 6 unconnected molecules or ions with the total composition C24H44BrF6N5O14, with properties calculated with ωB97M-V/def2-TZVPD.

XYZ file:
```
94
Properties=species:S:1:pos:R:3:forces:R:3
C -1.643 -0.038 5.157 -0.46 -0.14 -0.35
C -2.426 1.199 4.727 0.21 0.13 -0.44
C -2.936 1.144 3.282 -0.34 -0.25 0.17
C -3.677 -0.148 2.896 -0.02 0.44 -0.71
C -3.630 -0.374 1.375 0.05 -0.15 0.37
C -4.307 0.740 0.590 0.00 0.06 -0.27
C -4.398 0.516 -0.938 0.18 0.40 0.29
C -3.263 -0.309 -1.535 -0.09 0.34 -0.31
C -1.934 0.442 -1.430 -0.28 -0.05 -0.29
C -0.769 -0.328 -2.073 -0.75 -0.28 0.98
C 0.471 -0.561 -1.229 0.49 0.15 -0.77
C 1.442 -1.483 -2.066 -0.67 0.15 -0.29
C 1.512 -2.939 -1.608 0.32 0.19 -0.36
C 0.303 -3.775 -1.948 0.23 -0.56 0.19
F -0.039 -3.649 -3.250 -0.11 0.12 0.16
F 0.593 -5.085 -1.759 -0.08 0.24 0.00
F -0.785 -3.517 -1.207 0.02 0.12 -0.20
O 0.268 -1.199 0.046 -0.02 0.15 0.14
C 1.388 -0.952 0.769 -0.05 -0.17 -0.05
O 1.635 -1.404 1.836 0.16 -0.12 -0.20
O 2.216 -0.105 0.060 -0.33 0.57 0.58
C 1.289 0.657 -0.753 0.56 -0.60 0.12
Br 0.380 1.780 0.598 -0.09 0.20 -0.35
C 1.999 1.432 -1.860 -0.18 -0.27 0.29
C 1.719 2.920 -2.027 0.32 0.25 -0.90
O 1.842 3.175 -3.431 -0.12 -0.13 0.24
C 2.755 3.826 -1.343 -0.21 0.18 0.17
F 2.584 3.929 -0.020 0.10 -0.13 -0.14
F 4.009 3.405 -1.566 -0.08 0.08 -0.02
F 2.654 5.079 -1.845 0.05 -0.10 0.06
H -1.004 -0.374 4.336 0.25 0.08 0.13
H -1.052 0.131 6.054 0.05 0.01 0.02
H -2.330 -0.865 5.342 0.07 -0.03 0.20
H -3.277 1.388 5.373 0.03 -0.13 0.18
H -1.771 2.073 4.813 -0.08 0.07 0.05
H -3.647 1.965 3.162 0.17 0.17 -0.16
H -2.128 1.307 2.562 0.17 -0.02 0.10
H -3.240 -1.019 3.377 -0.11 -0.04 0.15
H -4.731 -0.042 3.166 0.02 -0.26 0.35
H -4.108 -1.326 1.126 -0.06 -0.01 0.03
H -2.574 -0.490 1.114 0.00 0.05 -0.18
H -5.320 0.853 0.989 -0.05 0.02 -0.05
H -3.824 1.705 0.763 0.19 -0.09 0.17
H -4.344 1.501 -1.415 -0.15 0.02 -0.05
H -5.384 0.127 -1.175 0.15 -0.25 -0.13
H -3.471 -0.446 -2.602 -0.04 -0.23 0.01
H -3.202 -1.297 -1.078 0.07 -0.04 0.02
H -1.753 0.686 -0.390 0.12 -0.06 0.01
H -2.064 1.390 -1.960 0.06 0.11 0.15
H -0.469 0.126 -3.017 0.22 0.08 0.04
H -1.150 -1.318 -2.337 0.12 -0.05 -0.08
H 1.072 -1.499 -3.092 0.03 0.09 -0.04
H 2.440 -1.060 -2.123 0.11 -0.19 0.19
H 2.331 -3.399 -2.157 -0.02 -0.07 -0.01
H 1.759 -3.057 -0.557 -0.17 -0.09 0.06
H 1.690 0.980 -2.802 0.01 0.09 -0.07
H 3.068 1.245 -1.771 0.04 0.10 0.07
H 0.718 3.210 -1.715 0.04 -0.08 0.39
H 1.318 3.958 -3.631 0.12 0.03 -0.09
C -3.292 4.001 8.726 0.12 -0.01 0.09
N -3.544 2.987 7.664 0.03 0.04 0.04
O -2.865 1.984 7.666 -0.02 0.00 0.18
O -4.422 3.243 6.866 -0.05 -0.01 -0.02
H -2.490 3.639 9.358 0.00 -0.03 -0.02
H -3.021 4.928 8.231 -0.08 0.02 -0.02
H -4.215 4.119 9.284 -0.03 0.05 -0.05
C -7.768 -2.800 -1.857 -0.13 0.07 -0.03
N -6.777 -2.076 -1.015 -0.10 -0.03 0.02
O -7.136 -1.054 -0.469 -0.14 -0.09 0.07
O -5.671 -2.563 -0.933 0.06 -0.03 0.02
H -8.701 -2.250 -1.835 0.02 0.03 0.03
H -7.361 -2.851 -2.863 0.05 -0.06 0.02
H -7.882 -3.794 -1.439 0.07 -0.03 -0.03
C 5.256 -2.833 0.605 0.04 -0.02 0.13
N 5.135 -4.055 -0.238 -0.03 0.06 0.10
O 5.801 -5.023 0.059 0.04 -0.02 -0.01
O 4.366 -4.001 -1.176 0.09 0.01 -0.04
H 5.970 -3.032 1.394 0.01 -0.04 -0.01
H 5.591 -2.027 -0.041 -0.07 0.01 -0.03
H 4.270 -2.616 1.010 -0.02 0.04 -0.05
C 3.924 6.939 -4.331 0.14 -0.02 0.09
N 3.625 7.808 -5.502 0.02 -0.02 0.03
O 4.512 8.517 -5.924 0.02 0.03 -0.02
O 2.501 7.742 -5.953 -0.06 -0.01 -0.02
H 4.954 7.099 -4.036 0.01 0.04 -0.04
H 3.239 7.217 -3.537 -0.06 -0.05 -0.03
H 3.758 5.911 -4.638 -0.08 0.00 0.02
C 7.879 -6.583 -1.891 -0.10 -0.06 -0.14
N 9.265 -6.558 -2.433 -0.05 -0.02 0.00
O 9.427 -6.867 -3.594 0.01 -0.01 -0.04
O 10.145 -6.225 -1.667 0.04 0.02 0.04
H 7.207 -6.894 -2.681 0.03 0.00 -0.03
H 7.865 -7.282 -1.061 0.03 0.07 0.07
H 7.644 -5.582 -1.547 0.04 -0.01 0.10
```
Positions in Å, forces in eV/Å.

Properties
Total energy in Eh: -5440.806675
Total charge: 0
SMILES: CCCCCCCCCC[C@]1(CCC(F)(F)F)OC(=O)O[C@@]1(Br)C[C@H](O)C(F)(F)F.C[N+](=O)[O-].C[N+](=O)[O-].C[N+](=O)[O-].C[N+](=O)[O-].C[N+](=O)[O-]
LUMO energy in eV: -0.209
Gap between HOMO and LUMO in eV: 10.0

Atomic partial charges in e from the Löwdin method, atoms 1 to 6: -0.108 -0.270 -0.217 -0.195 -0.217 -0.194



# 3
Below is 2 unconnected molecules or ions with the total composition C4H12NO, with properties calculated with ωB97M-V/def2-TZVPD.

XYZ file:
```
18
Properties=species:S:1:pos:R:3:forces:R:3
C 1.033 -0.451 -2.266 -2.95 -0.70 -0.68
C -0.025 -0.045 -1.150 -0.08 0.43 -0.49
C 0.052 -0.634 0.213 -2.02 -1.31 2.49
C -0.656 -1.693 0.750 0.68 0.77 -0.48
N 0.648 0.179 1.404 2.08 -1.23 -0.79
H 0.793 0.269 -3.124 1.01 -0.87 1.29
H 0.755 -1.470 -2.678 0.68 1.02 0.64
H 2.018 -0.430 -1.843 0.60 0.15 -0.35
H -1.075 -0.167 -1.563 1.19 0.23 0.59
H 0.219 0.987 -0.975 -0.58 0.90 -0.27
H -1.683 -1.839 0.388 0.91 -1.07 -0.71
H -0.264 -2.374 1.574 -0.86 1.59 -0.49
H 0.527 -0.500 2.199 0.58 1.18 -0.62
H 1.638 0.433 1.231 -0.26 -0.47 0.46
H 0.191 1.129 1.617 -0.44 -1.17 -0.73
H -1.328 2.988 1.295 0.65 -1.44 -0.23
H -1.767 1.598 1.701 -1.22 -0.76 0.63
O -1.074 2.021 1.227 0.02 2.74 -0.27
```
Positions in Å, forces in eV/Å.

Properties
Total energy in Eh: -289.273203
Total charge: +1
LUMO energy in eV: -3.969
ΔE to the lowest compared entry with this formula, charge and spin in kJ/mol: 266.9
Gap between HOMO and LUMO in eV: 9.6

Atomic partial charges in e from the Löwdin method, atoms 1 to 6: -0.065 -0.215 -0.257 0.084 0.168 0.105